Record 1
A 8-piece molecular cluster, C51H82BBr2ClF4N4O21PS2 overall at a distorted geometry, computed with the ωB97M-V functional and the def2-TZVPD basis.

Structure (XYZ):
```
169
Properties=species:S:1:pos:R:3:forces:R:3
C 6.494 -4.727 -0.972 -0.1 0.3 0.1
C 5.405 -4.306 0.040 0.1 -0.1 -0.8
C 4.576 -3.110 -0.472 -0.1 0.2 0.6
C 3.473 -3.681 -1.354 0.7 -0.5 0.0
N 2.351 -2.847 -1.997 -0.3 -0.2 0.2
C 1.705 -3.680 -3.060 -0.3 0.1 -0.5
O 1.602 -5.010 -2.549 0.0 -0.1 -0.1
C 2.353 -5.892 -3.149 -0.8 0.9 0.6
N 3.021 -6.668 -3.652 0.7 -0.8 -0.5
C 0.299 -3.157 -3.440 -0.1 0.0 -0.1
B -0.804 -3.575 -2.276 0.0 0.1 0.0
O -0.239 -3.783 -0.997 0.3 -0.5 -0.4
N -2.143 -3.774 -2.589 0.1 0.9 1.2
C -2.914 -4.549 -1.601 0.0 -0.2 -0.6
C -2.940 -2.688 -3.184 -0.2 -0.6 -0.8
S -0.243 -4.308 -4.791 -0.8 0.0 0.9
O -0.404 -5.596 -4.222 0.3 0.0 -0.2
O -1.264 -3.706 -5.558 0.4 0.1 -0.3
F 1.082 -4.387 -5.640 0.1 0.0 -0.2
N 0.361 -1.720 -3.824 1.2 -0.6 -0.3
P 0.275 -1.194 -5.474 -1.2 0.6 -0.7
S -1.372 -0.408 -6.089 0.1 -0.1 0.2
C 1.095 -0.844 -2.859 -0.6 0.4 0.9
C 1.084 0.632 -3.374 0.1 0.6 -0.4
C 2.203 1.361 -4.131 0.1 0.4 -0.4
C 1.606 2.642 -4.748 0.4 0.0 0.0
O 2.579 3.671 -4.868 -0.1 0.0 0.2
C 0.318 -0.780 -1.500 0.2 -0.1 -0.2
C -1.162 -0.460 -1.396 0.2 0.1 -0.2
O -1.771 -0.857 -0.461 -0.4 -0.3 0.5
Cl -1.950 0.563 -2.559 0.0 0.1 -0.1
C 2.531 -1.397 -2.498 0.5 0.4 -0.4
C 3.486 -1.328 -3.715 -0.1 0.0 -0.3
C 4.562 -2.392 -3.933 0.3 0.3 0.3
C 5.400 -2.153 -5.182 0.0 -0.3 0.2
F 6.291 -3.186 -5.229 0.1 -0.1 0.1
Br 4.323 -2.298 -6.776 0.0 0.0 -0.1
C 6.287 -0.865 -5.113 -0.8 0.2 -0.7
F 7.425 -1.098 -5.718 0.9 -0.2 -0.5
F 6.547 -0.597 -3.837 0.1 0.1 0.8
Br 5.537 0.719 -5.939 -0.2 0.1 0.1
C 3.180 -0.627 -1.316 0.3 -0.2 0.0
O 2.917 0.742 -1.317 -0.5 -0.5 0.0
C 2.858 1.259 0.020 0.0 1.2 0.1
C 2.125 2.600 0.003 0.1 -0.1 0.1
H 6.578 -5.808 -1.063 0.1 0.0 0.1
H 6.272 -4.328 -1.967 0.0 -0.1 0.0
H 7.459 -4.311 -0.685 0.0 -0.1 0.0
H 4.738 -5.162 0.177 0.0 0.1 0.4
H 5.856 -4.026 0.990 -0.1 -0.2 0.1
H 4.157 -2.587 0.390 -0.1 0.0 -0.1
H 5.257 -2.422 -0.968 -0.1 0.0 -0.2
H 3.942 -4.279 -2.138 -0.1 0.2 -0.1
H 2.961 -4.412 -0.729 -0.3 0.2 -0.1
H 1.630 -2.821 -1.263 0.0 0.1 0.0
H 2.326 -3.688 -3.950 0.3 0.1 0.1
H -0.043 -4.708 -0.812 -0.2 -0.1 0.2
H -2.400 -5.495 -1.420 0.0 0.1 0.2
H -3.097 -4.010 -0.674 0.1 0.0 0.0
H -3.873 -4.810 -2.048 0.0 0.1 0.1
H -3.782 -3.118 -3.734 0.1 0.0 0.0
H -2.353 -2.125 -3.907 0.0 0.2 0.2
H -3.350 -2.050 -2.400 0.1 0.1 0.0
H 1.319 -0.295 -5.641 0.3 -0.3 0.2
H 0.685 -2.269 -6.262 0.3 -0.1 0.3
H 0.890 1.290 -2.529 0.0 -0.2 0.1
H 0.179 0.761 -3.977 0.0 -0.3 0.0
H 2.662 0.812 -4.954 0.0 -0.1 0.1
H 3.012 1.703 -3.484 -0.1 -0.3 0.2
H 1.189 2.421 -5.736 -0.3 0.0 0.1
H 0.834 3.045 -4.091 -0.1 0.0 -0.1
H 3.346 3.326 -5.332 0.0 0.0 -0.1
H 0.798 -0.028 -0.868 0.0 0.1 -0.1
H 0.377 -1.698 -0.920 -0.1 0.0 0.0
H 2.918 -1.219 -4.640 -0.1 -0.3 0.1
H 4.016 -0.378 -3.613 -0.2 0.0 0.0
H 5.283 -2.374 -3.113 -0.1 -0.1 0.0
H 4.225 -3.421 -4.034 -0.2 0.0 -0.1
H 2.867 -1.076 -0.368 0.0 0.0 0.0
H 4.259 -0.765 -1.414 0.0 -0.1 0.2
H 2.318 0.597 0.696 0.2 -0.3 -0.1
H 3.881 1.419 0.369 -0.1 -0.3 0.3
H 1.371 2.620 -0.785 0.1 0.1 0.0
H 2.806 3.442 -0.118 -0.1 0.0 -0.2
H 1.598 2.731 0.950 0.0 0.0 0.0
O 2.977 -1.747 2.288 0.0 0.0 -0.3
C 1.809 -1.617 2.558 -0.1 -0.1 0.3
O 1.172 -0.441 2.470 0.1 -0.1 -0.2
C -0.195 -0.572 2.939 -0.1 0.2 0.1
C -0.517 -2.052 2.804 0.1 -0.1 0.0
C 0.852 -2.689 3.045 -0.3 0.1 -0.2
H -0.213 -0.219 3.970 -0.1 0.0 0.0
H -0.824 0.074 2.334 0.1 0.0 0.0
H -1.292 -2.382 3.492 0.0 0.0 0.1
H -0.856 -2.267 1.788 0.0 0.0 0.0
H 1.051 -2.866 4.104 0.0 0.0 0.0
H 1.002 -3.613 2.492 0.1 -0.1 0.1
O -1.543 3.052 4.288 0.0 -0.3 -0.2
C -0.401 3.417 4.243 -0.1 0.1 0.4
O 0.548 2.769 3.541 0.1 0.0 -0.1
C 1.844 3.365 3.799 0.1 0.2 0.0
C 1.542 4.786 4.259 -0.1 0.0 0.0
C 0.203 4.604 4.968 0.2 0.1 -0.3
H 2.350 2.766 4.554 0.0 0.0 0.0
H 2.428 3.328 2.887 0.0 -0.1 0.0
H 2.327 5.206 4.882 0.0 -0.1 0.0
H 1.414 5.437 3.392 0.0 0.0 0.0
H 0.330 4.328 6.017 -0.1 0.0 0.0
H -0.454 5.467 4.899 -0.1 0.0 0.1
O -4.752 8.449 3.412 0.0 0.0 0.2
C -4.576 7.280 3.604 -0.1 0.0 -0.2
O -3.462 6.803 4.201 0.0 0.0 0.0
C -3.457 5.360 4.164 -0.1 0.0 0.1
C -4.918 4.965 4.011 -0.1 0.1 -0.1
C -5.472 6.128 3.191 0.1 -0.2 0.3
H -2.840 5.040 3.325 -0.1 0.0 -0.1
H -3.019 4.984 5.082 0.1 0.1 0.0
H -5.040 3.991 3.549 0.0 0.0 -0.1
H -5.397 4.939 4.992 0.0 0.0 0.0
H -5.347 5.967 2.118 0.0 0.1 0.0
H -6.510 6.364 3.406 0.0 0.1 -0.1
O 4.034 1.374 3.042 0.0 0.1 0.1
C 5.045 1.026 3.583 0.0 -0.1 -0.3
O 5.636 1.752 4.553 0.0 0.0 0.1
C 6.886 1.145 4.940 0.1 -0.1 0.1
C 6.762 -0.318 4.527 -0.1 0.0 -0.1
C 5.862 -0.217 3.295 0.1 -0.1 0.4
H 7.692 1.660 4.414 0.0 0.0 0.0
H 7.019 1.285 6.010 -0.1 0.1 0.0
H 7.723 -0.794 4.346 0.0 0.1 0.0
H 6.250 -0.880 5.310 0.0 0.0 0.0
H 6.434 -0.044 2.381 0.0 0.0 0.0
H 5.207 -1.073 3.163 -0.1 0.1 -0.2
O -2.905 5.905 -1.875 0.1 0.0 0.0
C -3.065 6.921 -1.264 -0.1 0.0 -0.2
O -3.553 6.934 -0.002 0.0 0.0 0.1
C -3.732 8.291 0.460 0.1 0.2 -0.1
C -2.800 9.127 -0.408 0.0 -0.1 -0.1
C -2.808 8.346 -1.722 0.1 0.1 0.3
H -4.780 8.564 0.328 0.0 0.0 0.0
H -3.490 8.332 1.513 0.0 0.0 0.0
H -3.119 10.163 -0.497 -0.1 0.0 0.0
H -1.795 9.119 0.016 0.0 0.0 0.0
H -3.625 8.646 -2.379 0.0 0.0 0.0
H -1.868 8.402 -2.264 -0.1 -0.1 -0.2
O -4.770 -5.339 0.331 -0.1 -0.1 0.1
C -5.968 -5.270 0.339 0.1 -0.1 0.1
O -6.619 -4.174 -0.097 0.0 0.0 -0.1
C -8.040 -4.322 0.102 -0.2 0.0 0.0
C -8.273 -5.825 0.189 0.1 0.0 0.0
C -6.964 -6.308 0.815 -0.2 0.1 -0.3
H -8.311 -3.806 1.023 0.0 0.0 0.0
H -8.555 -3.849 -0.730 0.1 0.0 0.0
H -9.164 -6.086 0.753 0.0 0.0 0.0
H -8.374 -6.243 -0.814 0.0 0.0 0.0
H -6.989 -6.281 1.906 0.0 0.0 0.0
H -6.666 -7.298 0.484 0.1 0.0 0.1
O -9.186 -0.023 4.538 0.0 0.0 -0.1
C -8.032 0.261 4.439 -0.1 0.0 0.2
O -7.137 -0.541 3.802 0.0 0.0 -0.1
C -5.810 -0.008 3.928 0.1 0.1 0.0
C -5.999 1.477 4.212 -0.1 0.0 0.1
C -7.316 1.482 4.986 0.2 0.0 -0.3
H -5.310 -0.525 4.750 0.0 0.0 0.0
H -5.267 -0.206 3.006 -0.1 -0.1 0.0
H -5.167 1.921 4.754 0.0 -0.1 0.0
H -6.123 2.018 3.273 0.0 0.0 0.0
H -7.165 1.337 6.057 -0.1 0.0 0.0
H -7.913 2.374 4.821 -0.1 0.0 0.1
```
Positions in Å, forces in eV/Å.

## Properties
- multiplicity = 1
- net charge = +1
- gap between HOMO and LUMO (Eh) = 0.3265
- E (eV) = -298282.7970
- LUMO energy (eV) = -2.128

Record 2
One molecule with the formula C24H28N2O7S at a distorted geometry, computed with the ωB97M-V functional and the def2-TZVPD basis.

Structure (XYZ):
```
62
Properties=species:S:1:pos:R:3:forces:R:3
C -4.471 -2.942 -2.013 -0.1 -0.2 0.0
O -3.740 -1.739 -1.899 0.1 -0.1 0.0
C -2.416 -1.788 -1.715 0.2 -0.2 0.1
C -1.645 -2.949 -1.604 -0.4 0.1 -0.1
C -0.277 -2.860 -1.439 0.2 0.3 0.0
C 0.352 -1.620 -1.373 -0.3 -0.1 0.0
C 1.809 -1.479 -1.191 0.1 0.4 0.0
O 2.365 -0.411 -1.039 -0.1 -0.1 -0.1
O 2.453 -2.646 -1.234 -0.3 -0.2 0.0
C 3.863 -2.648 -1.008 0.5 0.0 0.2
C 4.126 -2.688 0.509 0.0 0.3 -0.7
O 4.528 -3.680 1.075 0.0 -0.4 0.2
N 3.855 -1.513 1.111 0.0 0.4 0.2
C 3.554 -1.454 2.523 -0.3 -0.3 0.0
C 2.158 -2.069 2.776 0.5 -0.2 0.2
C 1.571 -1.661 4.141 0.0 -0.1 -0.2
C 0.266 -0.939 3.782 0.0 0.0 -0.3
C 0.484 -0.571 2.314 -0.2 0.2 0.2
O 1.240 -1.636 1.780 0.0 -0.2 -0.1
C -0.418 -0.459 -1.465 0.3 -0.1 0.0
C -1.775 -0.546 -1.633 -0.6 0.5 -0.1
S -2.825 0.899 -1.877 0.3 0.1 -0.1
O -3.249 0.885 -3.245 0.2 0.0 0.0
O -3.827 0.957 -0.859 0.3 0.0 0.2
N -1.766 2.181 -1.715 -0.8 -0.8 -0.4
C -1.236 2.784 -2.919 0.0 0.2 -0.7
C -1.240 4.300 -2.782 0.2 -0.2 0.1
C -0.306 4.678 -1.639 -0.1 0.1 -0.2
C -0.615 3.870 -0.407 0.0 0.0 -0.2
C -0.181 4.319 0.831 -0.1 -0.2 0.1
C -0.447 3.615 1.991 0.0 0.1 0.1
C -1.166 2.436 1.913 0.0 0.0 -0.1
C -1.594 1.959 0.689 0.1 0.0 0.2
C -1.331 2.667 -0.483 0.1 0.1 1.0
H -4.401 -3.540 -1.100 0.0 0.0 0.0
H -5.504 -2.636 -2.168 0.1 -0.1 0.0
H -4.134 -3.534 -2.869 0.0 0.0 0.0
H -2.109 -3.921 -1.653 -0.1 -0.1 0.0
H 0.316 -3.757 -1.356 0.0 -0.1 0.0
H 4.318 -1.759 -1.457 -0.1 -0.1 0.0
H 4.240 -3.560 -1.472 0.0 0.2 0.1
H 3.419 -0.794 0.543 0.1 -0.2 0.0
H 3.582 -0.407 2.830 0.0 0.0 0.1
H 4.306 -2.022 3.073 0.0 0.1 0.1
H 2.242 -3.154 2.658 0.0 0.1 0.0
H 1.394 -2.528 4.774 0.0 0.0 0.1
H 2.258 -0.993 4.660 0.0 0.0 0.1
H 0.083 -0.065 4.403 -0.1 0.0 0.1
H -0.582 -1.618 3.869 0.0 0.0 0.0
H -0.436 -0.500 1.733 0.0 0.1 0.0
H 1.032 0.378 2.222 -0.1 0.0 0.0
H 0.075 0.498 -1.397 0.1 0.1 0.0
H -0.211 2.427 -3.096 0.0 0.0 0.0
H -1.871 2.451 -3.739 0.2 0.1 0.0
H -2.255 4.634 -2.562 -0.1 0.0 -0.1
H -0.916 4.760 -3.716 0.0 0.0 0.0
H 0.731 4.492 -1.937 0.0 0.1 0.0
H -0.392 5.742 -1.408 0.1 0.0 0.0
H 0.373 5.246 0.880 0.0 0.1 0.0
H -0.104 3.988 2.944 0.0 0.0 0.1
H -1.394 1.876 2.808 0.0 -0.1 0.1
H -2.162 1.046 0.637 0.0 -0.1 0.2
```
Positions in Å, forces in eV/Å.

## Properties
- multiplicity = 1
- net charge = 0
- SMILES = COc1ccc(C(=O)OCC(=O)NC[C@H]2CCCO2)cc1S(=O)(=O)N1CCCc2ccccc21
- gap between HOMO and LUMO (Eh) = 0.3208
- E (eV) = -53490.5519
- energy relative to the best compared isomer or geometry (same formula, charge and spin) (kJ/mol) = 19.7
- LUMO energy (eV) = 0.322

Record 3
A 2-piece molecular cluster, C2H8P2S overall at a distorted geometry, computed with the ωB97M-V functional and the def2-TZVPD basis.

Structure (XYZ):
```
13
Properties=species:S:1:pos:R:3:forces:R:3
C -2.604 -1.008 0.422 2.4 0.0 2.7
C 0.328 1.414 -0.408 0.8 1.6 -0.7
P 3.480 0.325 0.028 -0.9 -1.0 1.3
P 0.617 -1.795 0.701 -1.2 1.5 -0.7
S 1.395 -0.085 -0.353 -0.3 -0.4 -0.7
H -2.363 -1.969 0.875 -0.2 0.6 1.0
H -2.750 -0.046 1.007 0.2 -1.7 -1.0
H -3.057 -1.283 -0.459 -0.9 0.6 -2.4
H -0.590 1.272 -0.963 0.1 -0.7 -0.7
H -0.133 1.642 0.590 1.5 0.1 -0.5
H 1.015 2.216 -1.007 -1.7 -1.6 2.0
H 3.265 -0.434 1.317 0.2 0.9 -1.3
H 1.398 -0.249 -1.751 -0.1 0.2 1.1
```
Positions in Å, forces in eV/Å.

## Properties
- multiplicity = 1
- net charge = 0
- gap between HOMO and LUMO (Eh) = 0.2053
- E (eV) = -31608.0547
- energy relative to the best compared isomer or geometry (same formula, charge and spin) (kJ/mol) = 836.6
- LUMO energy (eV) = -1.803

Record 4
C19H25BaIN16 as an isolated structure, computed with the ωB97M-V functional and the def2-TZVPD basis.

Structure (XYZ):
```
62
Properties=species:S:1:pos:R:3:forces:R:3
Ba 0.436 -0.301 -0.026 -0.3 0.2 0.3
N -0.450 1.245 2.360 0.0 0.0 -0.2
C 0.360 2.442 2.582 0.0 0.1 0.0
C 1.852 2.127 2.565 0.0 0.0 -0.1
N 2.346 1.519 1.325 -0.1 0.0 -0.1
C 2.882 2.449 0.319 0.0 0.0 0.0
C 1.832 3.235 -0.456 0.0 -0.1 0.0
N 0.892 2.359 -1.157 0.0 -0.2 0.1
H -1.439 1.458 2.410 0.0 0.0 0.1
H -0.254 0.515 3.039 0.1 0.1 0.0
H 0.148 2.933 3.539 0.0 0.0 0.0
H 0.117 3.164 1.800 0.0 0.0 0.0
H 2.053 1.428 3.381 0.0 0.0 0.0
H 2.397 3.052 2.798 0.0 0.0 0.0
H 3.090 0.874 1.566 0.0 0.0 0.0
H 3.463 1.854 -0.389 0.0 0.0 0.0
H 3.565 3.178 0.776 0.0 0.0 0.0
H 2.373 3.907 -1.131 0.0 0.0 0.0
H 1.272 3.873 0.229 0.0 0.0 0.0
H 1.289 1.976 -2.019 0.0 0.0 0.0
H 0.048 2.856 -1.416 0.0 0.0 0.0
C -4.096 2.579 0.283 0.0 0.0 0.0
C -5.020 1.867 -0.463 -0.1 0.0 0.0
C -4.570 0.893 -1.334 0.0 -0.1 -0.1
C -3.204 0.646 -1.424 0.1 0.1 0.0
N -2.308 1.310 -0.684 0.0 -0.1 0.1
C -2.756 2.260 0.136 0.0 0.0 -0.1
C -2.656 -0.356 -2.381 0.0 0.0 0.1
C -3.218 -0.530 -3.637 0.0 0.0 -0.1
C -2.626 -1.422 -4.519 0.0 0.0 0.0
C -1.507 -2.122 -4.112 0.0 0.0 0.0
C -1.026 -1.901 -2.832 0.0 0.0 0.1
N -1.577 -1.033 -1.982 0.1 -0.2 -0.1
H -4.401 3.360 0.965 0.0 0.0 0.0
H -6.080 2.070 -0.370 0.0 0.0 0.0
H -5.264 0.315 -1.928 0.0 0.0 0.0
H -1.997 2.802 0.691 0.0 0.0 0.0
H -4.079 0.053 -3.934 0.0 0.0 0.0
H -3.028 -1.551 -5.516 0.0 0.0 0.0
H -0.993 -2.810 -4.769 0.0 0.0 0.0
H -0.150 -2.439 -2.484 0.0 0.0 0.0
N 2.669 -2.965 -2.149 0.0 0.0 0.0
C 2.407 -1.769 -2.805 0.0 0.1 -0.1
N 2.541 -1.641 -4.118 0.0 0.0 -0.1
N 2.141 -0.386 -4.376 -0.1 0.0 0.2
N 1.782 0.198 -3.280 0.0 0.0 -0.1
N 1.934 -0.662 -2.242 0.0 0.0 0.2
C 2.880 -3.058 -0.783 0.0 0.0 0.1
N 3.728 -3.933 -0.255 0.0 -0.1 0.0
N 3.608 -3.772 1.062 -0.1 0.1 0.0
N 2.742 -2.841 1.308 0.1 -0.1 0.0
N 2.235 -2.361 0.151 0.0 0.0 -0.2
H 3.231 -3.604 -2.689 0.0 0.0 0.0
I -1.417 -3.420 6.705 0.1 0.1 -0.1
C -0.457 -2.789 4.989 0.0 0.1 0.3
C 0.739 -3.248 4.479 0.0 0.0 -0.1
N 0.968 -2.558 3.354 0.0 -0.1 0.1
N -0.002 -1.669 3.094 0.2 0.0 0.0
C -0.862 -1.785 4.105 -0.2 -0.1 -0.2
H 1.414 -4.011 4.828 0.0 0.0 0.0
H 1.754 -2.689 2.667 0.0 0.1 -0.1
H -1.749 -1.171 4.154 0.0 0.0 0.0
```
Positions in Å, forces in eV/Å.

## Properties
- multiplicity = 1
- net charge = 0
- gap between HOMO and LUMO (Eh) = 0.2592
- E (eV) = -52746.5603
- energy relative to the best compared isomer or geometry (same formula, charge and spin) (kJ/mol) = 14.3
- LUMO energy (eV) = -0.445